# 1
Density functional theory data (ωB97M-V/def2-TZVPD) for a structure of composition C5H2O6Tm in a non-equilibrium geometry.

Its HOMO energy (alpha / beta) is -24.38 / -24.38 eV. Its multiplicity is 3. As for the charge: +3. The value obtained for the energy above the lowest of the compared OMol25 structures with the same formula, charge and spin is 193.3 kJ/mol. As for the total energy: -46996.018 eV.

```
14
Properties=species:S:1:pos:R:3:mulliken_charge:R:1
O 0.11162 0.07371 -3.94442 -0.09
C -0.32864 -0.23598 -2.93232 0.15
Tm -0.11238 -0.08114 1.19678 1.29
O 1.78361 -2.05624 -1.03059 0.04
C 1.12242 -1.27103 -0.50117 0.34
C -0.97298 1.40193 -0.50046 0.34
O -1.57865 2.23589 -1.02149 0.04
C -1.58630 -1.24507 -0.21670 0.29
O -2.36293 -1.85667 -0.82060 0.04
C 1.22423 0.95832 -0.44077 0.37
O 1.94117 1.51734 -1.16410 0.01
O 0.12367 0.08899 3.42074 -0.61
H -0.14210 0.85874 3.98006 0.40
H 0.77727 -0.38880 3.97505 0.40
```

# 2
Density functional theory data (ωB97M-V/def2-TZVPD) for a cluster of 2 separate species, C6H12O in total in a non-equilibrium geometry.

Its HOMO energy is -8.25 eV. The value obtained for the energy above the lowest of the compared OMol25 structures with the same formula, charge and spin is 171.7 kJ/mol. As for the total energy: -8462.575 eV. As for the SMILES: C/C=C/C=C/C.O.

```
19
Properties=species:S:1:pos:R:3:mulliken_charge:R:1
C -3.24706 -0.68933 1.37451 -1.06
C -1.85495 -1.24479 1.16485 -0.05
C -0.81386 -0.55072 0.72618 -0.43
C 0.50522 -1.16267 0.56804 -0.24
C 1.50909 -0.76667 -0.20573 -0.19
C 2.95965 -1.04263 0.03712 -1.04
H -3.98049 -1.45908 1.15753 0.32
H -3.33998 0.16389 0.70833 0.31
H -3.33311 -0.23377 2.35450 0.26
H -1.75348 -2.33018 1.17163 0.32
H -0.98456 0.47401 0.40326 0.32
H 0.72400 -1.94653 1.28906 0.29
H 1.26204 0.00568 -0.93710 0.32
H 3.15898 -2.08161 0.30272 0.31
H 3.56601 -0.78252 -0.83291 0.31
H 3.31381 -0.41114 0.85560 0.25
O 0.42018 4.54779 -3.23059 -0.64
H 0.75859 5.45064 -3.22545 0.32
H 1.12994 4.05964 -3.68156 0.32
```

# 3
Density functional theory data (ωB97M-V/def2-TZVPD) for an isolated molecule of C4H4OS3 in a non-equilibrium geometry.

Its HOMO energy is -9.28 eV. The value obtained for the energy above the lowest of the compared OMol25 structures with the same formula, charge and spin is 25.4 kJ/mol. As for the total energy: -38765.189 eV. As for the SMILES: S=C1C[C@@H](S)C(=S)O1.

```
12
Properties=species:S:1:pos:R:3:mulliken_charge:R:1
S 2.93756 -0.27375 -0.30874 -0.28
C 1.39940 -0.15536 0.12664 0.23
C 0.74394 0.84506 1.06723 -0.45
C -0.74009 0.69812 0.71487 -0.06
S -1.36253 1.92926 -0.46584 -0.17
C -0.80378 -0.70269 0.13639 0.20
S -2.04848 -1.68931 -0.05277 -0.26
O 0.46517 -1.04881 -0.27703 -0.31
H 0.94292 0.50817 2.11452 0.28
H 1.14499 1.82259 0.99656 0.33
H -1.37028 0.78701 1.58270 0.33
H -0.46063 1.70279 -1.51077 0.16
```

# 4
Density functional theory data (ωB97M-V/def2-TZVPD) for a cluster of 2 separate species, C2H3F2IO in total in a non-equilibrium geometry.

Its HOMO energy is -8.70 eV. The value obtained for the energy above the lowest of the compared OMol25 structures with the same formula, charge and spin is 274.2 kJ/mol. As for the total energy: -17703.135 eV.

```
9
Properties=species:S:1:pos:R:3:mulliken_charge:R:1
C -0.97223 -0.14478 -0.17237 -0.40
C 0.94219 0.72257 0.05073 0.26
O -1.05327 -1.41283 -0.26639 -0.39
F 1.14420 1.54643 -0.99818 -0.22
F 0.78386 1.38221 1.19028 -0.22
I 2.31940 -0.89639 0.12332 0.04
H -1.31378 0.41480 -1.14551 0.27
H -1.19072 0.25527 0.76968 0.34
H -0.65965 -1.86727 0.44844 0.31
```

# 5
Density functional theory data (ωB97M-V/def2-TZVPD) for a cluster of 2 separate species, C28H53Cl2O10P in total in a non-equilibrium geometry.

Its HOMO energy is -0.15 eV. As for the charge: -2. As for the total energy: -84700.360 eV.

```
94
Properties=species:S:1:pos:R:3:mulliken_charge:R:1
C -4.16326 -5.34708 0.64586 -1.30
C -5.06661 -4.33685 -0.05019 -0.33
C -4.82219 -2.90838 0.47121 -0.68
C -4.85769 -1.82222 -0.59521 -0.98
C -3.98940 -2.05896 -1.83250 -1.10
C -2.51065 -2.40437 -1.61957 0.14
C -1.60074 -1.17793 -1.64021 -0.76
C -0.10429 -1.51706 -1.42795 -1.30
C 0.76064 -0.40775 -0.78834 -1.88
P 1.18858 -0.52301 1.07482 1.06
C 2.32021 -2.03058 0.90580 -0.95
C 2.91829 -2.40998 -0.42563 -0.87
O 3.79543 -1.40163 -0.92701 -0.43
C -0.40878 -1.53636 1.58893 0.15
O -0.36658 -2.79948 1.60943 -0.83
O -1.39985 -0.90800 1.96562 -0.73
O 0.27993 0.97090 1.36064 -0.40
C 0.94812 1.97584 2.03993 -0.14
C 0.30679 3.23474 1.43598 -1.00
C 0.68085 4.61576 2.04503 -1.79
C 1.04817 5.61568 0.95201 2.16
C 1.82073 6.80723 1.47848 -2.02
C -0.17727 6.02515 0.12386 -1.60
C 0.38143 1.78220 3.47935 -1.30
C 0.79695 2.70415 4.59190 0.06
O 1.79820 2.67649 5.23500 -0.58
O -0.13410 3.66801 4.90697 -0.56
C 2.49582 1.72786 1.79377 3.13
C 3.22872 1.29933 3.06989 -3.00
O 4.36504 0.52166 2.73910 -0.07
O 5.17186 0.47476 3.93444 -0.54
C 3.22191 2.90475 1.09674 1.46
Cl 4.78991 3.39298 1.88605 -0.31
C 3.54291 2.77425 -0.39275 0.04
C 2.34896 2.45158 -1.26762 -0.73
Cl 4.94412 1.73069 -0.76873 -0.27
O 2.59398 0.59009 0.97789 -0.45
H -3.16470 -4.95935 0.78350 0.31
H -4.06969 -6.26921 0.07636 0.33
H -4.53059 -5.60661 1.63132 0.36
H -6.08641 -4.63313 0.18008 0.43
H -4.92084 -4.42071 -1.11842 0.24
H -5.56069 -2.69022 1.23480 0.47
H -3.85961 -2.86080 0.95752 0.31
H -4.62999 -0.87994 -0.11807 0.40
H -5.88694 -1.75589 -0.95504 0.40
H -4.47518 -2.85422 -2.39001 0.52
H -4.05210 -1.16705 -2.44606 0.41
H -2.21256 -3.00575 -2.48303 -0.26
H -2.31520 -3.01289 -0.75359 0.30
H -1.69861 -0.65055 -2.58437 0.45
H -1.89197 -0.49682 -0.84945 0.28
H 0.01997 -2.49357 -0.98890 0.46
H 0.28350 -1.61606 -2.44515 0.73
H 0.19040 0.50278 -0.89573 0.67
H 1.64542 -0.23686 -1.38351 0.59
H 1.45983 -0.63261 2.51862 0.00
H 3.17042 -1.80304 1.53849 0.43
H 1.86906 -2.92399 1.31422 0.56
H 3.52746 -3.30615 -0.26264 0.51
H 2.18121 -2.68626 -1.17493 0.27
H 4.11605 -1.70166 -1.77876 0.24
H -0.75034 3.09101 1.59140 0.87
H 0.41266 3.28450 0.36686 0.38
H 1.54980 4.50776 2.68213 0.24
H -0.14160 5.05175 2.59114 0.71
H 1.70201 5.10649 0.25577 -0.33
H 2.70468 6.47511 2.00170 0.37
H 2.17486 7.41532 0.65721 0.49
H 1.19639 7.40920 2.12629 0.41
H -1.08616 5.92573 0.69730 0.26
H -0.04084 7.04501 -0.20802 0.47
H -0.22252 5.42571 -0.76947 0.35
H -0.68886 1.84029 3.36047 0.99
H 0.57409 0.77198 3.79239 0.40
H -0.97796 3.34149 4.57740 0.40
H 2.58032 0.66268 3.65331 0.94
H 3.50031 2.12467 3.71473 0.65
H 4.52570 0.29796 4.63076 0.40
H 2.66933 3.81343 1.18294 -1.68
H 3.89572 3.75255 -0.67465 0.78
H 2.59441 1.75009 -2.04104 0.46
H 1.94277 3.36269 -1.68629 0.32
H 1.57361 1.99785 -0.67569 -0.58
C -2.28528 -4.41676 -6.91268 -1.14
C -1.27975 -4.08050 -5.83131 0.90
O -0.87497 -2.95846 -5.67185 -0.53
C -0.81309 -5.21707 -4.95300 -1.12
H -2.53708 -3.51421 -7.46402 0.31
H -1.86408 -5.15217 -7.60093 0.33
H -3.19190 -4.82641 -6.46486 0.31
H -0.32989 -5.98649 -5.55947 0.42
H -1.66197 -5.65713 -4.42744 0.31
H -0.10473 -4.83799 -4.22134 0.23
```